# 1
Formula: C18H26N2O4
Source: the OMol25 dataset
Level of theory: ωB97M-V with the def2-TZVPD basis set

Computed properties:
Net charge: 0
Frontier orbital gap in eV: 9.4

Last columns: bonded neighbours and bond lengths (Å).
Cartesian coordinates (Å):
1 C -7.172 -2.013 -1.792  C2 1.524, H25 1.088, H26 1.088, H27 1.087
2 C -6.237 -1.532 -0.689  C1 1.524, C3 1.527, H28 1.093, H29 1.092
3 C -7.004 -0.787 0.401  C2 1.527, C4 1.531, H30 1.092, H31 1.092
4 C -6.120 -0.264 1.537  C3 1.531, O5 1.416, H32 1.095, H33 1.094
5 O -5.311 0.824 1.131  C4 1.416, C6 1.353
6 C -4.045 0.655 0.686  O5 1.353, C7 1.393, C24 1.400
7 C -3.319 -0.534 0.675  C6 1.393, C8 1.380, H34 1.078
8 C -2.019 -0.543 0.213  C7 1.380, C9 1.391, H35 1.080
9 C -1.397 0.618 -0.235  C8 1.391, C10 1.483, C23 1.395
10 C 0.001 0.515 -0.716  C9 1.483, O11 1.224, N12 1.353
11 O 0.477 -0.537 -1.125  C10 1.224
12 N 0.724 1.658 -0.676  C10 1.353, C13 1.447, H36 1.006
13 C 2.091 1.731 -1.144  N12 1.447, C14 1.537, H37 1.094, H38 1.091
14 C 3.107 1.222 -0.108  C13 1.537, O15 1.215, N16 1.342
15 O 3.936 1.949 0.403  C14 1.215
16 N 2.941 -0.077 0.185  C14 1.342, C17 1.439, H39 1.016
17 C 3.892 -0.798 0.990  N16 1.439, C18 1.547, H40 1.092, H41 1.093
18 C 4.876 -1.595 0.102  C17 1.547, C19 1.534, O22 1.407, H42 1.095
19 C 6.098 -2.054 0.908  C18 1.534, C20 1.535, H43 1.090, H44 1.088
20 C 7.041 -0.847 0.800  C19 1.535, C21 1.543, H45 1.089, H46 1.088
21 C 6.480 -0.045 -0.393  C20 1.543, O22 1.418, H47 1.092, H48 1.097
22 O 5.404 -0.797 -0.931  C18 1.407, C21 1.418
23 C -2.129 1.805 -0.237  C9 1.395, C24 1.376, H49 1.080
24 C -3.429 1.821 0.215  C6 1.400, C23 1.376, H50 1.079
25 H -7.926 -2.686 -1.388  C1 1.088
26 H -7.679 -1.171 -2.257  C1 1.088
27 H -6.613 -2.543 -2.559  C1 1.087
28 H -5.725 -2.393 -0.253  C2 1.093
29 H -5.480 -0.874 -1.121  C2 1.092
30 H -7.753 -1.451 0.837  C3 1.092
31 H -7.524 0.065 -0.042  C3 1.092
32 H -6.759 0.148 2.325  C4 1.095
33 H -5.522 -1.072 1.970  C4 1.094
34 H -3.755 -1.460 1.015  C7 1.078
35 H -1.457 -1.465 0.194  C8 1.080
36 H 0.368 2.449 -0.166  N12 1.006
37 H 2.177 1.108 -2.040  C13 1.094
38 H 2.330 2.766 -1.390  C13 1.091
39 H 2.263 -0.605 -0.358  N16 1.016
40 H 4.440 -0.057 1.576  C17 1.092
41 H 3.368 -1.484 1.660  C17 1.093
42 H 4.340 -2.416 -0.384  C18 1.095
43 H 6.540 -2.930 0.435  C19 1.090
44 H 5.842 -2.300 1.936  C19 1.088
45 H 7.018 -0.247 1.708  C20 1.089
46 H 8.068 -1.159 0.623  C20 1.088
47 H 7.207 0.088 -1.196  C21 1.092
48 H 6.120 0.941 -0.074  C21 1.097
49 H -1.700 2.719 -0.622  C23 1.080
50 H -4.006 2.732 0.213  C24 1.079

Table of Löwdin atomic charges, one value per atom, all in e: C -0.112; C -0.270; C -0.180; C -0.189; O -0.034; C -0.267; C -0.010; C -0.003; C -0.144; C -0.443; O 0.044; N 0.082; C -0.068; C -0.474; O 0.050; N 0.083; C -0.112; C -0.327; C -0.127; C -0.142; C -0.183; O -0.099; C -0.025; C 0.006; H 0.071; H 0.073; H 0.070; H 0.109; H 0.107; H 0.118; H 0.120; H 0.127; H 0.117; H 0.103; H 0.121; H 0.136; H 0.134; H 0.129; H 0.114; H 0.126; H 0.129; H 0.150; H 0.112; H 0.111; H 0.107; H 0.103; H 0.119; H 0.104; H 0.112; H 0.120

=====

# 2
Formula: C5H8BrI
Source: the OMol25 dataset
Level of theory: ωB97M-V with the def2-TZVPD basis set

Computed properties:
Net charge: 0
Frontier orbital gap (alpha / beta) in eV: 8.2 / 7.4

Last columns: bonded neighbours and bond lengths (Å).
Cartesian coordinates (Å):
1 C -2.503 -1.732 -0.131  Br6 1.876, H8 1.088
2 C -1.774 0.270 -0.479  C5 1.436, I7 2.047
3 C 0.235 -1.099 -0.423  C5 1.585, H9 1.100, H10 1.065, H11 1.122
4 C 0.168 1.291 0.731  C5 1.548, H12 1.009, H13 1.075, H14 1.134
5 C -0.344 0.376 -0.408  C2 1.436, C3 1.585, C4 1.548, H15 1.167
6 Br -4.361 -1.683 0.129  C1 1.876
7 I -3.039 1.801 0.017  C2 2.047
8 H -2.141 -2.525 -0.782  C1 1.088
9 H 0.130 -1.573 0.564  C3 1.100
10 H 1.249 -1.184 -0.738  C3 1.065
11 H -0.392 -1.428 -1.294  C3 1.122
12 H -0.245 2.210 0.673  C4 1.009
13 H 1.242 1.277 0.677  C4 1.075
14 H -0.110 0.835 1.732  C4 1.134
15 H -0.060 0.809 -1.454  C5 1.167

Table of Löwdin atomic charges, one value per atom, all in e: C -0.523; C -0.659; C -0.094; C -0.110; C -0.573; Br 0.553; I 0.892; H -0.027; H 0.086; H 0.057; H 0.068; H -0.021; H 0.072; H 0.111; H 0.167

=====

# 3
Formula: C4H9N2
Source: the OMol25 dataset
Level of theory: ωB97M-V with the def2-TZVPD basis set

Computed properties:
Net charge: +1
Multiplicity: 3
Frontier orbital gap (alpha / beta) in eV: 7.0 / 8.3

Last columns: bonded neighbours and bond lengths (Å).
Cartesian coordinates (Å):
1 C -0.804 -0.217 0.986  C2 1.556, C3 1.418, N6 1.496, H7 1.075
2 C -0.375 -1.440 0.125  C1 1.556, C3 1.449, N6 1.449, H8 1.151
3 C 0.511 -0.347 0.471  C1 1.418, C2 1.449, N5 1.260
4 C -0.087 1.442 -1.197  H9 1.062, H10 1.031, H11 1.076, H15 1.129
5 N 1.747 -0.324 0.716  C3 1.260, H12 1.005, H13 0.990
6 N -1.540 -0.660 -0.239  C1 1.496, C2 1.449, H14 1.036
7 H -1.151 0.108 1.950  C1 1.075
8 H -0.125 -2.538 0.366  C2 1.151
9 H 0.370 0.492 -1.332  C4 1.062
10 H 0.483 2.017 -0.559  C4 1.031
11 H 0.099 2.026 -2.081  C4 1.076
12 H 2.378 -0.993 0.308  N5 1.005
13 H 2.127 -0.021 1.578  N5 0.990
14 H -2.489 -1.072 -0.279  N6 1.036
15 H -1.145 1.526 -0.813  C4 1.129

Table of Löwdin atomic charges, one value per atom, all in e: C 0.020; C -0.029; C -0.386; C -0.024; N 0.205; N 0.240; H 0.165; H 0.192; H 0.020; H 0.016; H 0.047; H 0.147; H 0.130; H 0.188; H 0.069

=====

Summary of energy relative to the best compared isomer or geometry (same formula, charge and spin) in eV
0.322; 5.050; 4.555
(order as listed above)